# 1
Density functional theory data (the ωB97M-V functional and the def2-TZVPD basis) for a single C3H8N2S2 molecule in a non-equilibrium geometry.

Geometry as XYZ:
```
15
Properties=species:S:1:pos:R:3:forces:R:3
H 2.33370 0.87940 -1.34436 1.25 0.62 0.05
N -0.30867 0.21042 0.36154 0.07 -1.25 0.22
S 2.33585 0.74766 1.02422 -0.61 -0.68 0.37
H -0.69000 1.09685 0.25290 0.25 2.26 -0.72
H 1.38494 -0.29432 -2.16737 0.16 -0.90 -0.69
C 1.39537 0.41535 -1.37771 -3.24 0.70 -0.97
H -3.18906 -0.93955 1.31328 0.42 -1.06 0.43
S 1.18155 -1.96288 0.02805 -0.02 -0.99 0.06
C -2.37633 -0.28850 1.06654 0.09 0.76 -0.14
H 0.22582 -2.13754 0.97710 0.38 -0.06 -0.33
C 0.96239 -0.22986 -0.04784 2.03 2.83 0.54
H 2.09182 0.21720 2.24517 -0.05 0.06 -0.29
H -2.79358 0.71945 0.96850 0.69 0.34 -0.33
N -1.16230 -0.63726 0.84180 -2.81 -1.53 0.80
H 0.60070 1.18369 -1.75288 1.39 -1.10 1.01
```
Positions in Å, forces in eV/Å.

Computed properties:
Molar mass (Da): 136.2
SMILES: C=NNC(C)(S)S
Frontier orbital gap (eV): 9.28
Relative energy (zero: lowest compared OMol25 entry of this formula, charge and spin) (eV): 2.904
DFT total energy (eV): -27888.793

***

# 2
Density functional theory data (the ωB97M-V functional and the def2-TZVPD basis) for a molecular structure, C52H64BrF4O3OsPSSe in a non-equilibrium geometry.

Geometry as XYZ:
```
128
Properties=species:S:1:pos:R:3:forces:R:3
H -0.48827 1.74615 -5.37328 -0.02 0.14 0.05
H -2.71267 -3.11225 1.72742 -0.03 0.05 0.19
C -4.98657 0.51905 -1.39588 0.15 -0.09 0.14
H 0.67493 -1.74135 -5.96408 0.08 -0.05 -0.08
C -0.26347 -0.68215 5.85492 -0.01 0.11 -0.24
C -4.77797 -0.54665 2.84522 -0.03 -0.02 -0.03
C 5.52523 -1.19335 -3.55488 -0.11 0.12 -0.19
C -2.44887 4.67525 0.10252 -0.09 0.11 0.03
H 1.56603 -2.97615 -1.63428 -0.11 0.05 -0.14
C 3.27853 0.45705 -2.29318 0.21 -0.06 -0.05
F -2.05747 6.98885 0.02582 -0.20 0.05 0.01
H -1.71927 -0.52565 2.74172 -0.03 -0.10 0.05
C -3.90237 1.38845 -1.36788 0.44 -0.18 -0.22
H 3.85853 -1.88505 5.64232 -0.09 -0.10 0.07
C 4.72523 -0.11155 -4.29638 0.37 -0.06 0.10
C -4.32737 1.99745 -3.66138 0.01 0.04 0.00
H -2.90227 -2.13935 -0.58218 -0.02 0.03 -0.13
H 0.10343 -2.42445 -4.44358 0.00 -0.10 0.07
H -1.96587 1.30275 5.28132 -0.13 0.00 0.12
C -5.72717 0.38535 -2.55918 0.02 -0.04 -0.03
H -1.85087 0.72365 -3.51168 -0.04 -0.16 -0.06
C -3.70027 1.21415 1.61432 0.44 -0.31 -0.06
C -0.38647 0.73835 -5.76878 -0.04 -0.19 0.17
H -3.54147 3.10055 2.64632 -0.02 0.02 0.02
Se 1.91033 1.71525 -0.04008 0.18 -0.01 -0.05
H -0.76367 -4.31425 -0.34308 0.10 -0.06 0.03
H -6.57567 -0.28195 -2.57678 -0.05 -0.05 0.02
C 2.18163 -0.18875 -4.30608 0.41 0.00 0.22
C -3.11937 -3.69455 0.90342 -0.03 0.06 -0.23
H -5.98077 1.00215 -4.59218 -0.05 0.02 -0.06
H 0.86193 -4.19275 1.28772 -0.10 0.00 0.04
H -1.55887 -0.93905 -2.98258 -0.04 -0.09 0.13
H -4.70197 2.30765 4.64912 -0.03 0.11 0.11
H -1.21847 -0.75275 6.37002 -0.08 0.00 0.05
C 2.05103 0.73565 -1.74298 -0.84 0.09 -0.08
C 2.26693 -3.55765 -1.04198 0.11 0.09 0.11
H -4.20277 -3.63945 0.93512 -0.16 0.00 0.10
F -6.48857 5.38885 0.20992 0.24 0.02 0.00
H 3.22773 -3.53015 -1.54598 0.10 -0.02 -0.15
H -1.08227 -1.94065 3.60152 0.00 -0.14 -0.01
C 2.02093 -0.32495 4.17622 0.45 0.00 -0.18
H -3.04827 -3.76505 -1.24238 0.08 0.11 -0.06
H 2.04923 -0.72725 5.17162 -0.01 -0.02 0.16
C -5.00907 0.32765 3.89532 0.01 0.03 -0.08
H -5.27977 -0.02455 -0.51208 -0.07 -0.03 0.04
C -4.54907 1.63325 3.82302 -0.01 -0.06 -0.01
H 4.07683 0.43015 1.60342 0.15 0.00 0.01
C 3.22923 -0.19165 3.48862 -0.30 0.09 -0.21
H 5.50493 -1.22805 2.30712 0.03 0.02 -0.15
C 3.37513 0.04085 -3.62778 -0.43 0.03 0.08
C -0.11977 -1.70055 -5.22578 -0.01 0.19 0.07
H -2.42037 -0.61635 -4.48878 -0.04 -0.09 -0.11
H 2.23393 -0.56575 -5.31448 0.02 0.01 -0.06
C -1.60777 -0.27945 -3.84888 0.09 0.14 -0.10
Br -0.57117 4.44755 0.07372 -0.11 -0.13 -0.03
H 6.32563 0.65295 4.67642 0.14 0.02 0.02
H 4.73423 -2.47335 3.29702 -0.04 -0.15 -0.03
C 4.62593 -0.49605 -5.77598 -0.01 0.05 0.26
H -2.41697 -1.00965 4.28042 -0.10 -0.02 0.11
H 0.39683 -0.07495 6.46782 0.11 0.03 0.12
H 4.10223 0.26505 -6.35028 -0.10 0.05 -0.09
C 0.75053 0.61525 2.35742 2.80 -1.07 1.13
H 6.43283 1.13965 -4.70318 0.14 0.04 -0.02
C -1.06097 1.35625 4.68292 0.05 -0.09 -0.06
H 5.41443 -1.15475 5.99322 0.10 -0.02 0.03
H 2.64483 -1.91105 0.28032 0.06 0.00 0.09
H 4.13633 -1.45725 -5.91498 -0.08 -0.11 -0.05
H 5.62893 -0.58045 -6.18778 0.07 0.00 -0.01
C 2.41003 -2.97485 0.35472 -0.21 0.05 -0.30
H 5.65243 1.51905 -3.17038 0.05 0.06 0.12
H -0.33917 1.98165 5.20272 0.06 0.10 0.09
H -3.88627 -0.80815 0.91642 -0.05 -0.12 -0.03
C -4.28907 6.24885 0.11382 -0.03 -0.16 -0.01
H 5.70003 -0.91545 -2.51878 0.05 -0.01 0.15
C -2.92217 5.98575 0.08012 0.18 -0.31 0.00
C 4.56863 -0.47875 4.13572 0.34 -0.05 0.00
H 4.90343 2.01745 -4.68898 -0.03 0.11 -0.05
H 3.24043 -3.46335 0.87022 -0.04 0.08 0.10
C 0.92193 0.03935 -3.77988 -0.56 0.59 1.04
H 1.39923 -2.79515 2.23882 -0.11 0.00 0.09
H 6.26773 -1.76545 3.79842 0.13 -0.04 0.00
C -4.68727 3.88095 0.19542 0.01 0.04 0.02
H -1.30817 1.82365 3.73372 -0.04 0.08 0.05
H -5.53437 -0.00955 4.77482 -0.07 -0.05 0.09
H -4.08357 2.58775 -4.53128 0.05 0.03 -0.09
H 4.99213 -2.14145 -3.57928 -0.01 -0.14 0.02
C 5.47293 1.22875 -4.20198 -0.12 -0.18 -0.08
C -1.08507 -3.29265 -0.53048 -0.14 0.30 0.28
C 4.42783 -0.96005 5.58212 0.01 0.06 -0.26
H -1.25257 0.51905 -6.38648 -0.12 0.00 -0.15
H 5.63143 1.16045 3.14042 0.04 0.05 -0.13
H 4.16473 0.59205 -1.69018 0.14 0.07 -0.03
C -2.60097 -3.18165 -0.43388 0.01 -0.10 0.19
H -1.04097 -1.99785 -5.71798 -0.10 -0.06 -0.10
H -2.73457 2.81105 -2.47228 0.01 0.07 -0.14
C 3.17423 0.29885 2.18202 0.16 -0.04 0.02
C 1.18183 -3.15195 1.23082 -0.20 0.42 0.12
S -0.31777 -2.18445 0.73432 0.07 -1.75 0.03
C -3.89397 2.07855 2.69072 0.12 0.09 -0.17
F -5.55657 2.87315 0.26962 -0.20 0.34 -0.01
C 5.31233 -1.55235 3.32622 -0.12 0.13 0.20
C -4.10527 -0.11495 1.71632 0.07 0.07 -0.08
C 5.39293 0.82165 4.14482 -0.12 -0.21 0.07
H 0.49953 0.70555 -6.39498 0.12 0.03 -0.13
C -5.39667 1.11445 -3.69108 -0.01 0.02 0.06
C -3.32207 3.59175 0.15592 0.32 0.06 0.01
H 6.48883 -1.32615 -4.03928 0.14 -0.05 0.01
H 1.93883 -4.59365 -1.00778 -0.06 -0.14 -0.04
C -0.29387 -0.29145 -4.63308 -0.17 -0.07 -0.15
O -0.27177 1.09055 -1.98668 -2.18 0.85 1.82
H 3.95773 -0.20145 6.20372 -0.09 0.03 0.12
C -3.57477 2.12605 -2.50958 0.01 -0.04 0.27
F -4.73117 7.49135 0.09342 0.09 -0.26 0.00
C -5.18357 5.17955 0.17222 0.18 -0.08 0.01
H -5.11497 -1.56805 2.90832 -0.04 -0.17 0.01
O -0.36007 1.07305 1.85272 -1.85 0.79 -1.83
H 0.14233 -1.68765 5.77102 0.08 -0.13 0.05
C 0.83403 0.62885 -2.48348 3.10 -1.26 -1.37
O 0.20863 -1.03335 -0.09178 0.06 1.86 -0.88
H 4.84813 1.61245 4.65502 -0.03 0.12 0.06
C 0.79643 0.05825 3.66912 -0.52 0.44 -0.82
H -2.83687 -4.73425 1.04652 0.02 -0.14 0.06
C 1.97143 0.67215 1.62492 -0.82 0.13 0.24
P -2.88887 1.79575 0.09692 -1.87 1.14 0.08
C -0.48837 -0.05265 4.47782 -0.19 -0.05 0.09
C -1.48857 -0.93805 3.72082 0.12 0.21 0.12
Os -0.56647 1.22155 -0.08078 0.62 -1.17 0.23
H -0.72427 -2.95895 -1.50258 0.24 0.05 0.08
```
Positions in Å, forces in eV/Å.

Computed properties:
Molar mass (Da): 1225.2
2S+1: 5
Net charge: +2
Frontier orbital gap (spin up / spin down) (eV): 6.98 / 4.80
DFT total energy (eV): -229939.805

***

# 3
Density functional theory data (the ωB97M-V functional and the def2-TZVPD basis) for a molecular structure, C2H6N4S in a non-equilibrium geometry.

Geometry as XYZ:
```
13
Properties=species:S:1:pos:R:3:forces:R:3
H 1.69838 -0.62692 1.01335 -1.06 0.05 -1.66
C 0.30859 0.39205 -0.44728 0.79 0.05 2.26
H -0.43292 2.32650 0.26286 1.05 -0.66 0.37
H -2.12530 -0.16006 -0.62317 5.22 -0.87 -0.46
N -0.64980 -1.68132 -0.40829 3.07 1.51 -0.24
H 1.27723 1.94073 0.91067 -1.49 -0.72 -0.85
S -1.75593 -2.73750 -0.76888 -2.70 -3.07 -0.31
H 0.73415 0.78502 -1.35409 0.07 0.31 -0.30
N 1.24336 -0.70356 0.05288 -0.67 1.06 0.01
C 0.24431 1.50032 0.64777 -0.21 1.60 -0.98
N -0.89175 -0.41177 -0.83032 -3.76 3.31 0.88
N 0.55027 -1.86076 -0.05358 -0.18 -1.83 1.19
H -0.20061 1.23725 1.59810 -0.13 -0.75 0.09
```
Positions in Å, forces in eV/Å.

Computed properties:
Molar mass (Da): 118.2
Frontier orbital gap (spin up / spin down) (eV): 8.25 / 8.25
Relative energy (zero: lowest compared OMol25 entry of this formula, charge and spin) (eV): 4.948
DFT total energy (eV): -18962.097

***

# 4
Density functional theory data (the ωB97M-V functional and the def2-TZVPD basis) for a molecular structure, C39H37AsMgN5P2S6 in a non-equilibrium geometry.

Geometry as XYZ:
```
91
Properties=species:S:1:pos:R:3:forces:R:3
C 2.45806 3.44355 2.60884 0.08 0.10 0.05
S -2.18034 1.08025 -3.35386 -0.29 -0.34 0.66
H -0.37194 -4.19535 -2.55126 0.00 0.02 0.03
S -1.16534 1.77155 3.30284 0.08 -0.24 -0.50
H 3.70636 -1.43705 -1.29516 0.03 -0.05 -0.14
H -2.31574 -5.43185 -1.70586 0.02 -0.04 0.03
C 0.16466 -5.28195 0.77694 0.13 -0.11 0.07
H 3.02296 -1.39255 -2.93426 0.05 0.03 0.04
H -4.34114 4.40835 1.51544 -0.02 0.08 0.01
C -1.05444 -2.29255 -1.81446 -0.09 0.15 -0.26
C -4.34714 6.20595 4.38394 -0.11 0.00 0.10
P 0.31666 -1.23195 -2.43966 -0.09 -0.45 0.11
H 2.77336 -0.02565 -1.84526 0.02 -0.17 -0.04
H 6.16526 -2.27215 2.99724 0.00 -0.02 0.02
P 1.24866 -1.33315 0.21574 0.69 -0.96 0.21
S -1.08724 4.32025 -3.69836 0.04 0.29 0.09
C 0.72826 -4.14585 0.22784 -0.02 -0.07 0.13
C -3.06614 6.72915 4.31454 -0.05 0.03 0.05
C 1.51096 -3.36595 -3.89246 0.02 0.10 0.04
S 1.02576 1.55665 -4.51246 -0.33 0.04 -0.61
H -2.79544 -0.04675 0.67174 -0.05 -0.05 0.02
H -4.12414 -4.25245 -0.52176 -0.08 -0.02 0.00
C 1.66496 2.26345 0.65814 -0.06 -0.01 0.07
C 1.71486 -4.10915 -5.03956 0.05 -0.14 -0.10
H 2.32606 -5.00185 -5.00606 0.04 -0.02 0.02
H -1.01224 5.97255 1.17974 -0.19 -0.13 -0.08
H 1.97486 -3.66565 -2.96416 0.04 0.00 0.12
H 1.34346 -4.22035 -0.65656 0.02 0.06 -0.08
H -4.02734 -1.80945 -0.24516 -0.05 0.06 0.05
C 0.14146 -1.82935 -5.12856 -0.05 0.13 -0.02
C 1.30896 3.11795 3.30904 0.00 0.00 0.04
H 3.52696 3.27475 0.75574 0.07 0.05 -0.04
S -2.88044 3.15925 0.06424 -0.29 -0.37 -0.47
N -1.82044 5.35995 1.16004 0.83 0.22 -0.49
H 5.41516 -3.90825 1.30424 0.05 -0.06 -0.03
H -3.26284 0.33295 2.27564 -0.07 0.01 -0.14
H -4.99224 6.45165 5.21544 -0.03 0.00 0.05
C -4.79254 5.37215 3.37154 0.03 0.10 0.18
H -2.70324 7.38155 5.09784 0.04 0.02 -0.01
H 1.16556 3.44345 4.32804 0.00 0.03 0.11
C -3.27064 -3.69945 -0.88866 -0.03 -0.02 0.04
C -0.33414 -2.81525 1.91564 0.05 0.02 -0.12
H -0.52974 -1.84445 2.35064 -0.07 0.11 0.06
C -2.24774 -4.36305 -1.54686 0.01 -0.12 -0.08
H -0.94554 4.21455 -1.70986 0.07 0.00 0.19
H 2.68336 0.08705 2.22144 -0.02 0.11 0.02
C -3.20334 -2.32815 -0.71736 -0.11 0.01 0.08
H 1.79826 1.93805 -0.35836 0.17 -0.10 -0.15
C 5.23606 -2.11685 2.46384 0.02 0.11 0.07
H 0.35876 -6.24925 0.33394 0.00 -0.07 -0.06
H -0.07754 -2.24535 -7.21416 -0.05 0.03 -0.05
C -2.10154 -1.63195 -1.18206 0.10 -0.17 -0.06
N -2.52104 0.19675 1.61004 -0.38 -0.14 -0.13
N 1.63876 -1.80285 -1.41446 -0.20 0.09 0.06
C -1.44374 0.98605 1.73224 0.29 0.20 1.05
C -3.98234 5.05635 2.29654 -0.03 -0.06 -0.15
N -0.75844 4.46895 -0.68376 0.13 0.37 -0.02
H 4.77936 -0.28285 3.46904 0.01 0.05 0.04
C -2.24994 6.41975 3.24574 0.11 -0.08 -0.13
H -1.08204 -6.07905 2.32854 -0.03 -0.07 0.01
As -1.15394 2.45255 -4.73306 0.28 -0.17 -0.69
H -5.79304 4.96485 3.41294 -0.06 -0.03 -0.02
C 0.35036 2.35405 2.67014 -0.09 -0.09 -0.23
C -0.89454 -3.95275 2.46754 -0.06 -0.11 0.15
C -2.69234 5.57845 2.22084 -0.39 -0.01 0.41
C 0.50736 1.91905 1.33834 0.57 0.61 1.07
H -1.52644 -3.87685 3.34194 -0.05 0.01 0.04
C -1.14904 -3.66595 -2.01686 -0.23 0.07 -0.02
C 0.35956 -2.56625 -6.27926 -0.05 -0.13 -0.09
C 3.64016 -2.82575 0.81324 0.04 0.03 0.01
N -0.51934 1.15385 0.85364 -0.61 0.06 -1.31
H -2.05354 -0.55215 -1.10426 -0.09 -0.01 -0.04
C 0.48066 -2.90235 0.79384 -0.09 0.21 0.14
H -0.15144 5.28065 -0.63286 0.02 -0.14 0.02
C 2.85076 -1.12015 -1.89096 0.53 0.16 -0.04
H -1.25044 6.83135 3.19764 0.11 0.03 -0.01
C 2.62596 3.02265 1.29444 0.09 -0.02 0.00
C 2.86456 -1.69645 1.05764 -0.20 0.31 0.01
C 4.81826 -3.03005 1.50714 0.03 -0.12 -0.05
Mg -0.57854 1.54385 -1.59176 -0.03 0.11 -0.45
H 3.23256 4.02455 3.09004 0.01 0.05 0.03
C 0.71336 -2.22575 -3.92576 -0.02 0.22 -0.09
H 1.29346 -4.29795 -7.12996 0.03 -0.01 -0.06
H 3.32776 -3.54205 0.06784 -0.03 -0.04 -0.07
S 1.59826 2.04555 -2.63446 -0.10 0.56 0.94
C 4.46166 -0.99955 2.72414 0.18 0.00 0.18
C 1.13546 -3.71305 -6.23386 0.00 -0.03 -0.13
C 3.28316 -0.79185 2.02624 -0.10 -0.02 -0.15
H -0.46364 -0.93225 -5.16186 -0.01 0.04 0.05
C -1.78494 4.40385 0.17574 -0.10 -0.01 0.36
C -0.64214 -5.18945 1.89924 -0.10 -0.07 0.10
```
Positions in Å, forces in eV/Å.

Computed properties:
Molar mass (Da): 929.3
Net charge: -1
Frontier orbital gap (eV): 5.65
Relative energy (zero: lowest compared OMol25 entry of this formula, charge and spin) (eV): 0.000
DFT total energy (eV): -198374.246